No. 1
Computed, not measured: C39H36BN4O6PS2Ti as an isolated structure, with ωB97M-V with the def2-TZVPD basis set.

Energy relative to the best compared isomer or geometry (same formula, charge and spin) (kcal per mole): 7.7
Lowest unoccupied orbital energy (eV): -0.89
Frontier orbital gap (eV): 7.51
DFT total energy (eV): -114027.458

Cartesian coordinates (Å):
Ti 0.752 -0.932 0.260
S 0.985 -3.288 -0.826
S 3.430 0.180 0.485
P -0.878 -0.998 -1.837
O -2.436 -2.151 0.197
O 1.868 -4.392 -0.679
O 0.657 0.797 -0.178
O 0.057 0.551 2.837
O 0.089 -2.978 0.293
O 1.666 -1.969 -1.100
N 3.349 1.754 2.632
N -0.968 -0.723 1.254
N 1.959 2.348 0.923
N 1.603 -1.601 1.836
C -4.910 1.215 -1.323
C -4.879 0.139 -2.194
C -0.859 0.179 -4.414
C 2.344 -2.443 2.171
C 1.256 0.160 -3.277
C -2.953 -1.737 5.316
C 3.055 3.038 3.258
C -0.273 0.804 -5.501
C -0.785 -0.275 2.540
C -0.980 -2.646 -2.660
C -2.008 -1.636 1.209
C -1.043 4.010 -2.340
C 0.219 4.398 0.099
C 1.074 1.130 -5.469
C 1.837 0.805 -4.359
C -0.751 -5.156 -3.917
C -0.104 -0.152 -3.292
C -2.512 -1.813 2.605
C -1.980 -0.897 4.782
C -3.748 1.590 -0.667
C -3.675 -2.604 4.509
C -1.107 5.246 -1.718
C -2.574 0.895 -0.894
C 1.748 3.064 4.044
C 5.703 1.161 3.087
C 0.044 -4.847 -2.826
C -2.527 -0.179 -1.786
C -0.353 2.968 -1.746
C -3.470 -2.653 3.132
C -0.471 5.437 -0.500
C 2.844 1.452 1.436
C -3.701 -0.555 -2.425
C -1.649 -4.210 -4.382
C 1.012 2.030 0.116
C -1.757 -2.972 -3.769
C 4.231 0.841 3.335
C -0.071 -3.609 -2.221
C -1.770 -0.958 3.421
C 0.275 3.149 -0.517
B 3.320 -3.557 2.522
H -5.784 -0.180 -2.692
H 4.379 -3.222 2.061
H -1.919 -0.029 -4.433
H 0.702 4.535 1.055
H 0.942 2.669 3.433
H 1.817 2.458 4.946
H 3.998 0.908 4.400
H 6.330 0.484 3.664
H -3.760 2.408 0.040
H 3.896 3.272 3.913
H 0.768 -5.543 -2.431
H -0.284 2.010 -2.237
H -0.869 1.037 -6.372
H 5.936 2.181 3.389
H 3.011 3.782 2.462
H -0.659 -6.113 -4.408
H -3.730 -1.413 -3.078
H 2.858 -4.507 1.946
H -0.519 6.405 -0.019
H 1.513 4.088 4.331
H -2.443 -2.252 -4.185
H -1.536 3.851 -3.288
H -5.836 1.742 -1.144
H -2.268 -4.428 -5.242
H -4.028 -3.332 2.502
H -1.413 -0.226 5.410
H 4.013 -0.172 2.996
H 1.524 1.649 -6.304
H -4.413 -3.250 4.964
H 5.934 1.042 2.031
H -1.680 1.165 -0.350
H -1.646 6.062 -2.179
H -3.142 -1.721 6.380
H 2.891 1.049 -4.336
H 3.369 -3.730 3.708
H 1.865 -0.089 -2.417

No. 2
Computed, not measured: C17H33BrClFN3O5P2S2 as an isolated structure, with ωB97M-V with the def2-TZVPD basis set.

Energy relative to the best compared isomer or geometry (same formula, charge and spin) (kcal per mole): 0.0
Total charge: +1
Lowest unoccupied orbital energy (eV): -4.32
Frontier orbital gap (eV): 6.81
DFT total energy (eV): -158394.695

Cartesian coordinates (Å):
Br 3.222 -3.113 -4.619
Cl 3.338 0.150 -5.257
S 3.901 2.528 -1.300
S 4.563 -0.729 -2.345
P 0.074 -0.208 -2.165
P 1.494 -2.419 -3.362
F 2.584 2.842 -3.931
O 0.114 -0.354 -5.379
O 2.082 -2.941 -1.921
O -3.769 2.225 4.800
O -3.625 1.477 6.917
O -4.020 0.039 5.277
N 3.033 1.371 -2.257
N -0.424 -1.422 -1.343
N -1.065 1.425 3.690
C 2.524 1.634 -3.405
C 0.088 1.663 2.830
C 1.941 0.476 -4.132
C 1.033 0.475 2.866
C -1.917 -2.389 -5.021
C -3.109 0.026 8.794
C -3.960 0.235 7.570
C 2.874 -0.085 -1.920
C -1.153 -0.168 -6.042
C 1.768 -0.534 -2.955
C -2.279 -0.949 -5.393
C -3.804 1.337 5.591
C 1.789 0.638 0.434
C 2.213 0.611 1.911
C 2.651 -0.322 -0.410
C 0.756 0.832 -5.038
C -3.739 -0.753 6.438
H -0.717 0.087 -3.264
H 0.262 1.052 -1.567
H 3.645 -0.323 0.031
H -2.699 -1.085 6.390
H -4.403 -1.612 6.462
H 2.770 1.517 2.156
H -1.569 2.284 3.868
H 0.475 -0.428 2.596
H -2.058 0.182 8.551
H 1.176 1.317 -5.922
H -0.579 -1.313 -0.352
H -1.097 -2.769 -5.630
H -3.384 0.721 9.585
H -2.770 -3.047 -5.167
H -5.020 0.284 7.832
H 0.084 1.549 -4.549
H 5.093 2.137 -1.778
H 0.747 0.324 0.396
H 2.875 -0.242 2.063
H 0.601 2.555 3.193
H 1.810 1.657 0.047
H -1.025 -0.487 -7.077
H -1.623 -2.470 -3.978
H -3.102 -0.948 -6.107
H -0.195 1.880 1.788
H 2.560 -3.773 -2.027
H -1.731 0.810 3.237
H 4.327 -1.952 -1.864
H -2.651 -0.423 -4.511
H -3.240 -0.990 9.168
H -1.388 0.899 -6.069
H 1.386 0.340 3.887
H 2.259 -1.331 -0.314

No. 3
Computed, not measured: C14H19BN7O2RuS2 as an isolated structure, with ωB97M-V with the def2-TZVPD basis set.

Energy relative to the best compared isomer or geometry (same formula, charge and spin) (kcal per mole): 17.8
<S²>: 6.0522
Total charge: -1
Lowest unoccupied orbital energy (spin up / spin down) (eV): 1.70 / 1.16
Frontier orbital gap (spin up / spin down) (eV): 3.90 / 6.00
DFT total energy (eV): -54273.571
Spin multiplicity: 5

Cartesian coordinates (Å):
Ru 0.203 1.748 0.050
S -0.473 -0.131 -1.258
S 0.257 0.517 1.967
O 0.675 2.700 -1.649
O 2.192 1.397 0.210
N 2.842 6.919 -0.741
N -0.046 -2.663 -0.626
N 0.908 3.517 1.352
N 2.576 0.221 0.696
N 1.197 3.896 -1.905
N -2.065 -1.837 0.161
N -1.717 2.306 -0.208
C 2.240 5.903 -0.911
C 1.560 4.647 -0.870
C 4.059 -1.648 0.750
C 3.176 -2.341 1.565
C -0.871 -1.590 -0.534
C -2.456 -0.719 1.016
C -0.470 -3.914 -0.033
C -3.116 -1.976 -0.887
C 3.791 -0.288 0.438
C -2.739 2.888 -0.344
C 1.231 -2.685 -1.272
C 1.164 4.219 0.455
C 1.607 -0.393 1.473
C 1.937 -1.690 1.884
B -3.902 3.924 -0.449
H -2.935 -2.822 -1.607
H 1.836 -3.439 -0.812
H -1.058 -4.534 -0.702
H 0.407 -4.447 0.333
H 4.513 0.276 -0.101
H 1.039 -2.974 -2.307
H -2.616 0.202 0.442
H 1.176 -2.158 2.532
H 3.327 -3.317 1.935
H -4.072 4.504 0.651
H 1.656 -1.667 -1.191
H 4.917 -2.219 0.350
H -1.154 -3.875 0.845
H -4.783 3.172 -0.693
H -4.054 -2.051 -0.438
H -3.370 -0.966 1.561
H -1.561 -0.471 1.662
H -3.142 -1.073 -1.558
H -3.883 4.934 -1.234

No. 4
Computed, not measured: a 2-piece molecular cluster, HNO2S2 overall, with ωB97M-V with the def2-TZVPD basis set.

Energy relative to the best compared isomer or geometry (same formula, charge and spin) (kcal per mole): 57.4
<S²>: 2.0080
Lowest unoccupied orbital energy (spin up / spin down) (eV): 0.09 / -2.42
Frontier orbital gap (spin up / spin down) (eV): 8.63 / 6.85
DFT total energy (eV): -27266.324
Spin multiplicity: 3

Cartesian coordinates (Å):
S 2.251 0.356 -0.486
S 0.770 -0.245 0.755
O 1.488 -2.655 -2.493
O 0.215 -2.165 -0.735
N 1.067 -2.076 -1.544
H -0.433 0.567 0.244

No. 5
Computed, not measured: C34H24F3NO3PSTi as an isolated structure, with ωB97M-V with the def2-TZVPD basis set.

Energy relative to the best compared isomer or geometry (same formula, charge and spin) (kcal per mole): 4.1
Total charge: +1
Lowest unoccupied orbital energy (eV): -3.76
Frontier orbital gap (eV): 7.79
DFT total energy (eV): -94667.722

Cartesian coordinates (Å):
Ti 0.663 0.879 0.088
S 2.347 0.551 2.078
P -0.677 -1.308 0.756
F -1.042 -0.438 -2.039
F -0.868 1.651 -2.483
F -2.196 1.016 -0.924
O 0.763 0.562 2.686
O 2.233 1.854 1.379
O 2.056 -0.427 0.926
N 1.599 2.052 -1.363
C 1.001 -2.525 -1.088
C -5.245 -1.463 0.474
C -0.973 0.792 -1.442
C 2.956 2.549 -3.292
C 0.339 -0.638 3.286
C -1.478 5.094 0.723
C -0.363 -1.568 2.532
C -4.484 -2.118 -0.479
C 4.157 0.055 -3.044
C -0.268 2.608 0.585
C 4.529 0.910 -4.102
C 0.022 -2.727 -0.123
C 2.576 1.680 -2.258
C -3.099 -2.101 -0.397
C -0.569 4.836 -0.289
C 1.056 3.267 -1.405
C -0.874 -2.674 3.216
C 1.416 4.183 -2.421
C -1.164 2.876 1.607
C -4.625 -0.785 1.517
C 3.942 2.138 -4.218
C 0.111 -1.920 5.277
C 1.573 -3.594 -1.760
C -2.475 -1.426 0.647
C -0.384 -4.032 0.155
C 1.170 -4.888 -1.466
C -0.631 -2.855 4.566
C -3.245 -0.766 1.603
C 2.335 3.820 -3.354
C 0.056 3.591 -0.361
C 0.187 -5.105 -0.510
C 0.591 -0.788 4.637
C -1.771 4.121 1.672
C 3.201 0.424 -2.136
H 1.614 -5.727 -1.984
H 2.323 -3.412 -2.517
H -1.166 -4.230 0.876
H -1.395 2.124 2.354
H 4.644 -0.905 -2.936
H 2.606 4.499 -4.151
H 2.965 -0.234 -1.309
H -1.491 -3.397 2.698
H -2.512 -2.592 -1.159
H -4.966 -2.641 -1.294
H 4.220 2.817 -5.013
H 1.327 -1.528 -1.366
H -2.775 -0.239 2.425
H -0.140 -6.110 -0.283
H 0.294 -2.062 6.333
H -6.324 -1.477 0.407
H -2.476 4.339 2.464
H -1.032 -3.724 5.068
H -5.218 -0.273 2.261
H 1.133 -0.020 5.169
H -0.356 5.616 -1.005
H 0.949 5.153 -2.458
H -1.956 6.061 0.775
H 5.284 0.597 -4.808

No. 6
Computed, not measured: C19H24BrNSiY as an isolated structure, with ωB97M-V with the def2-TZVPD basis set.

Energy relative to the best compared isomer or geometry (same formula, charge and spin) (kcal per mole): 0.0
Total charge: -1
Lowest unoccupied orbital energy (eV): 2.65
Frontier orbital gap (eV): 6.17
DFT total energy (eV): -100550.672

Cartesian coordinates (Å):
Y -0.118 0.881 -0.500
Br -0.976 3.375 -0.979
Si -2.512 -0.914 -2.084
N -2.160 -0.220 -0.511
C 3.492 2.510 -1.845
C 2.673 2.060 -2.921
C -4.548 1.641 1.635
C -3.475 1.373 0.786
C -3.172 0.033 0.410
C -0.362 -0.035 1.872
C 0.765 -0.712 1.360
C 4.081 0.326 -2.320
C -5.276 0.581 2.198
C -5.007 -0.737 1.806
C -1.119 -0.280 -3.201
C 3.046 0.717 -3.229
C -4.143 -0.262 -2.737
C -0.045 1.367 1.968
C 4.353 1.432 -1.463
C 1.803 0.251 1.167
C -3.961 -1.020 0.930
C -2.705 -2.788 -2.130
C 1.317 1.522 1.598
H -4.449 -0.662 -3.717
H -3.701 -2.040 0.642
H -2.862 2.178 0.351
H -4.055 0.832 -2.815
H -1.595 -0.491 -4.164
H -3.699 -3.085 -1.768
H -2.655 -3.122 -3.179
H -0.740 2.152 2.283
H -4.795 2.684 1.868
H -6.100 0.798 2.882
H -4.939 -0.495 -2.015
H 2.657 0.117 -4.051
H -1.327 -0.494 2.125
H 0.821 -1.802 1.150
H 1.921 2.417 1.723
H 4.597 -0.635 -2.306
H 3.507 3.515 -1.424
H -5.597 -1.565 2.198
H -0.935 0.809 -3.159
H -0.144 -0.779 -3.204
H -1.961 -3.364 -1.575
H 1.917 2.645 -3.436
H 5.112 1.467 -0.680
H 2.837 0.046 0.881

no.,F_max (eV/A)
1,2.37
2,1.62
3,3.99
4,3.59
5,0.60
6,1.64